[1]
Molecular formula: C12H33NO4S2
Method: DFT, ωB97M-V/def2-TZVPD

```
52
Properties=species:S:1:pos:R:3:forces:R:3
C 3.681 3.255 -0.670 1.77 -3.23 -1.46
C 3.920 1.933 0.206 0.61 2.79 1.79
N 2.600 1.161 0.517 1.62 -3.45 -0.93
C 2.170 0.482 -0.725 -2.74 2.38 0.47
C 3.010 -0.024 1.390 -2.83 1.93 5.38
C 3.655 0.278 2.790 2.18 5.73 -5.55
C 1.555 1.970 1.106 -2.54 3.15 2.06
C 0.286 1.230 1.720 1.38 -2.15 -1.48
O -0.639 2.029 2.362 0.27 1.78 0.34
C -0.117 2.695 3.536 5.79 0.36 -3.80
H 2.857 3.847 -0.495 -1.46 1.50 1.60
H 3.452 3.020 -1.718 0.31 -0.67 0.03
H 4.638 3.767 -0.767 -0.20 0.30 0.56
H 4.018 2.294 1.314 1.05 -0.37 -2.16
H 4.971 1.393 -0.212 -3.62 0.67 1.31
H 1.739 1.336 -1.188 0.17 0.36 -2.02
H 1.273 -0.069 -0.612 -1.09 -1.22 0.53
H 2.871 -0.095 -1.210 1.88 -0.70 -0.97
H 3.725 -0.397 0.868 4.70 -2.51 -3.38
H 2.327 -0.894 1.548 -0.56 1.46 -0.65
H 3.828 -0.522 3.253 1.69 -7.43 2.87
H 3.165 0.706 3.568 -2.35 2.39 1.57
H 4.719 0.783 2.747 -2.14 -0.76 -0.21
H 0.943 2.777 0.451 2.22 -1.88 0.77
H 2.042 2.519 1.935 -0.07 0.02 -0.57
H 0.404 0.474 2.501 1.39 -0.62 -0.54
H -0.022 0.728 0.755 -1.27 0.32 1.36
H -0.831 3.331 3.781 -3.41 2.10 2.35
H 0.764 3.529 3.273 -2.01 -1.43 -0.37
H 0.611 2.213 4.193 -1.41 -1.22 0.56
O -0.733 -0.655 -1.852 -2.37 0.49 0.86
H -1.751 -0.574 -1.695 2.85 -0.13 -0.49
C -5.042 -3.278 -4.770 1.77 -2.01 -6.31
S -3.237 -3.509 -4.365 -0.69 -0.71 -4.17
O -2.739 -3.999 -5.714 0.71 -0.48 1.12
C -2.777 -1.819 -4.408 0.84 0.05 2.10
H -5.146 -3.077 -3.829 -3.19 1.41 5.46
H -5.410 -4.286 -5.238 0.60 1.86 1.54
H -5.211 -2.467 -5.558 0.44 -0.94 1.46
H -3.067 -1.333 -5.280 -0.25 0.22 -2.13
H -1.669 -1.868 -4.275 -0.96 0.73 0.34
H -3.355 -1.266 -3.661 0.78 -0.08 0.65
C -2.366 -1.566 2.649 -2.68 -1.59 3.55
S -1.750 -1.962 1.087 2.16 -0.62 -0.54
O -1.613 -3.438 1.119 0.05 -0.43 -0.09
C -3.210 -1.601 0.268 -3.19 2.36 -1.43
H -3.574 -1.841 2.617 3.18 -0.35 0.77
H -2.547 -0.526 2.827 0.89 1.00 0.08
H -1.677 -2.096 3.539 -2.18 1.44 -2.51
H -3.357 -0.333 0.299 0.29 -3.81 -0.50
H -4.087 -2.131 0.725 0.70 0.75 0.41
H -3.283 -2.112 -0.726 0.92 1.25 0.33
```
Positions in Å, forces in eV/Å.

Computed properties:
2S+1	1
highest occupied orbital energy	-6.0	eV
relative energy (zero: lowest compared OMol25 entry of this formula, charge and spin)	291.5	kJ/mol
energy	-1628.5648	Ha
lowest unoccupied orbital energy	-0.24	eV

***

[2]
Molecular formula: C12H34Ag2N3O4
Method: DFT, ωB97M-V/def2-TZVPD

```
55
Properties=species:S:1:pos:R:3:forces:R:3
Ag -2.985 1.429 -1.891 0.36 0.13 -0.31
Ag -0.808 3.178 1.159 0.09 -0.74 0.22
O -1.558 1.681 -0.253 -0.13 0.12 0.12
H -1.158 0.816 -0.074 0.12 0.17 0.09
C -0.527 -2.516 -0.224 -0.79 0.19 0.17
C -1.243 -3.362 0.837 -0.24 1.10 -0.36
C -2.170 -2.524 1.732 0.14 0.60 0.08
O -1.374 -1.674 2.543 -0.59 -0.64 -0.01
C -2.135 -1.338 3.720 0.04 0.19 0.24
N -1.974 -4.429 0.249 1.62 -1.77 1.21
H -1.339 -2.001 -0.760 0.27 -0.35 -0.36
H 0.092 -3.119 -0.883 0.04 0.12 -0.12
H 0.047 -1.694 0.199 0.29 -0.38 0.37
H -0.523 -3.827 1.562 -0.07 -0.28 -0.23
H -2.818 -3.158 2.344 0.07 -0.10 0.01
H -2.806 -1.899 1.090 -0.13 -0.21 -0.04
H -2.401 -2.217 4.309 0.15 -0.13 -0.14
H -3.062 -0.822 3.453 0.09 0.10 -0.03
H -1.507 -0.707 4.341 -0.01 0.03 0.00
H -2.450 -5.073 0.897 -0.65 0.52 -0.15
H -1.496 -5.018 -0.448 -0.34 0.60 -0.56
C 1.532 0.079 3.521 0.30 -0.15 0.05
C 1.041 1.298 2.759 0.49 0.03 -0.37
C 1.727 1.314 1.402 -0.59 0.04 -0.29
O 1.451 2.540 0.733 0.55 0.15 0.22
C 2.343 2.781 -0.380 -0.60 -0.22 -0.35
N -0.434 1.290 2.562 0.22 -0.32 -0.28
H 2.600 0.168 3.730 -0.07 0.15 0.12
H 1.441 -0.828 2.915 -0.27 0.03 0.06
H 1.024 -0.065 4.473 -0.04 0.02 0.00
H 1.362 2.233 3.222 -0.33 -0.07 0.37
H 1.354 0.504 0.749 0.18 -0.19 0.23
H 2.795 1.175 1.573 0.07 0.13 -0.20
H 2.365 3.849 -0.567 0.16 0.06 0.14
H 1.945 2.283 -1.270 0.09 -0.01 0.03
H 3.330 2.375 -0.176 0.11 0.23 0.16
H -0.629 0.370 2.147 -0.18 0.31 -0.08
H -0.920 1.217 3.454 0.05 0.56 0.05
C -0.064 2.758 -3.378 0.17 -0.08 0.38
C -0.241 1.305 -3.741 0.05 0.23 -0.76
C 0.636 0.362 -2.948 -0.38 -0.05 0.66
O 1.952 0.633 -3.252 0.28 0.03 -0.03
C 2.871 -0.250 -2.630 0.17 0.16 0.18
N -1.649 0.862 -3.622 -0.86 -0.56 0.09
H -0.619 3.396 -4.063 0.00 0.14 0.07
H 0.998 2.989 -3.452 -0.05 0.15 -0.14
H -0.360 2.942 -2.338 -0.14 0.03 -0.08
H 0.056 1.231 -4.795 -0.07 -0.29 0.07
H 0.382 -0.694 -3.152 0.02 0.08 -0.13
H 0.432 0.537 -1.863 0.06 -0.11 -0.10
H 2.867 -0.123 -1.537 -0.14 -0.03 -0.06
H 3.860 0.022 -2.986 0.00 -0.11 -0.10
H 2.651 -1.293 -2.873 0.03 0.02 -0.08
H -2.234 1.168 -4.400 0.37 0.32 -0.11
H -1.673 -0.153 -3.719 0.02 0.04 0.05
```
Positions in Å, forces in eV/Å.

Computed properties:
<S²>	2.015
2S+1	3
total charge	+3
highest occupied orbital energy (spin up / spin down)	-17.9 / -17.8	eV
relative energy (zero: lowest compared OMol25 entry of this formula, charge and spin)	0.0	kJ/mol
energy	-1235.5796	Ha
lowest unoccupied orbital energy (spin up / spin down)	-9.50 / -13.34	eV

***

[3]
Molecular formula: C12H34Cl2O10P2S2
Method: DFT, ωB97M-V/def2-TZVPD

```
62
Properties=species:S:1:pos:R:3:forces:R:3
O -3.446 4.286 3.023 -0.72 -0.59 1.39
S -2.391 4.239 2.081 -1.47 0.46 0.38
O -2.136 5.486 1.467 1.32 0.45 -1.09
C -2.830 2.934 0.945 0.54 -0.64 0.16
C -2.215 1.652 1.506 0.79 0.17 -0.68
P -3.151 0.114 0.995 -0.68 0.03 0.62
O -2.006 -0.958 0.545 -0.19 0.20 -0.80
Cl -3.986 0.685 -0.845 0.30 -0.11 -0.01
C -0.655 1.639 1.554 -0.47 -0.12 0.09
C 0.166 1.111 0.364 -0.49 -0.21 -0.48
C -0.371 1.219 -1.075 0.48 0.01 0.06
C -0.168 -0.052 -1.896 0.76 0.32 0.05
S 1.350 0.054 -2.915 0.15 0.25 -0.53
C -0.136 2.984 2.129 -0.01 0.03 -1.13
P 0.769 4.337 1.145 0.04 0.71 0.52
O 2.162 3.570 0.773 -0.07 -0.14 -0.58
Cl -0.110 4.452 -0.738 0.06 -0.17 0.15
O -1.142 3.675 2.901 -0.18 -0.17 -0.39
H -3.899 2.848 1.059 -0.44 0.38 0.00
H -2.607 3.135 -0.089 0.37 0.29 -0.18
H -2.508 1.696 2.548 -0.11 -0.29 0.43
H -2.172 -1.202 -0.386 0.38 -0.11 0.38
H -0.468 0.925 2.347 0.26 -0.19 0.29
H 1.159 1.528 0.368 0.29 0.22 0.31
H 0.327 0.061 0.538 -0.02 -0.43 0.25
H -1.385 1.574 -1.157 -0.48 -0.08 0.22
H 0.225 1.951 -1.588 -0.01 0.57 -0.22
H -0.962 -0.162 -2.616 -0.33 -0.30 -0.17
H -0.052 -0.924 -1.275 -0.30 -0.45 0.12
H 2.237 -0.744 -2.310 -0.30 -0.22 0.29
H 0.620 2.730 2.859 0.39 0.11 0.26
H 2.168 3.313 -0.166 0.23 -0.09 0.31
C -0.754 5.314 6.557 -0.14 0.01 -0.22
O -1.141 6.153 5.480 0.04 -0.12 0.09
H -0.101 5.891 7.208 0.02 0.03 0.00
H -1.623 4.982 7.132 0.05 -0.04 0.07
H -0.206 4.436 6.197 0.02 -0.02 0.09
H -1.718 5.636 4.908 -0.04 0.11 -0.07
C 2.219 -3.592 -4.308 0.50 0.15 0.13
O 3.010 -3.169 -3.186 -0.10 0.07 -0.01
H 1.259 -3.091 -4.252 -0.01 0.05 0.11
H 2.716 -3.321 -5.242 -0.08 -0.04 -0.05
H 2.068 -4.666 -4.273 -0.09 -0.06 -0.13
H 3.857 -3.621 -3.248 -0.07 0.04 0.03
C 0.872 0.700 5.632 0.18 0.01 -0.16
O 1.363 0.173 4.399 -0.06 0.19 0.01
H -0.095 0.242 5.822 -0.02 -0.03 -0.03
H 1.546 0.459 6.456 -0.05 0.02 0.06
H 0.746 1.785 5.575 -0.04 0.00 0.07
H 2.222 0.576 4.232 -0.04 -0.11 -0.02
C 0.072 -5.859 -2.250 -0.10 0.01 -0.19
O -0.254 -5.074 -3.393 -0.20 -0.18 0.07
H 0.725 -5.261 -1.620 0.03 0.04 -0.02
H -0.825 -6.123 -1.684 0.04 -0.02 0.06
H 0.599 -6.772 -2.538 0.03 -0.01 0.08
H -0.833 -5.599 -3.956 0.01 0.08 0.05
C 1.636 -6.518 -6.964 0.22 0.07 -0.06
O 2.803 -5.936 -6.395 0.00 -0.10 -0.14
H 0.878 -6.557 -6.186 0.01 0.02 0.04
H 1.260 -5.914 -7.794 -0.08 -0.04 0.00
H 1.833 -7.533 -7.317 -0.08 -0.02 0.00
H 3.477 -5.899 -7.081 -0.03 0.01 0.09
```
Positions in Å, forces in eV/Å.

Computed properties:
SMILES string	O=S1(=O)C[C@@H](P(O)Cl)[C@@H](CCCS)[C@@H](P(O)Cl)O1.CO.CO.CO.CO.CO
2S+1	1
highest occupied orbital energy	-9.0	eV
relative energy (zero: lowest compared OMol25 entry of this formula, charge and spin)	0.0	kJ/mol
energy	-3629.4228	Ha
lowest unoccupied orbital energy	0.29	eV